Record 1
{
  "formula": "C23H35AsBClN10O6OsSi2",
  "method": "ωB97M-V/def2-TZVPD",
  "charge": 1,
  "relative_energy_ev": 4.094,
  "s2": 0.7847,
  "spin_multiplicity": 2,
  "elements": ["Os", "C", "C", "N", "N", "C", "B", "N", "C", "C", "C", "N", "N", "C", "C", "C", "N", "N", "C", "C", "C", "N", "H", "H", "H", "H", "H", "H", "H", "H", "H", "H", "H", "H", "C", "Si", "C", "C", "As", "Si", "C", "C", "C", "H", "H", "H", "H", "H", "H", "H", "H", "H", "H", "H", "H", "H", "H", "H", "H", "H", "H", "O", "Cl", "O", "O", "O", "C", "N", "C", "C", "C", "O", "N", "C", "O", "H", "H", "H", "H", "H"],
  "xyz": [[-0.144, -0.611, -0.345], [-1.591, -1.343, 3.651], [-1.361, -0.470, 2.587], [-0.510, -1.013, 1.726], [-0.192, -2.234, 2.199], [-0.835, -2.457, 3.359], [0.713, -3.120, 1.328], [1.930, -2.257, 0.859], [3.244, -2.478, 1.061], [3.959, -1.448, 0.495], [2.999, -0.606, -0.072], [1.791, -1.103, 0.150], [-0.131, -3.464, 0.025], [-0.831, -4.600, -0.467], [-1.350, -4.312, -1.657], [-0.862, -2.955, -2.046], [-0.275, -2.483, -0.782], [1.179, -4.330, 2.069], [1.822, -4.366, 3.266], [2.045, -5.679, 3.582], [1.490, -6.393, 2.502], [0.971, -5.585, 1.600], [-2.222, -1.187, 4.505], [-1.784, 0.499, 2.392], [-0.705, -3.382, 3.890], [3.578, -3.352, 1.589], [5.025, -1.328, 0.478], [3.098, 0.289, -0.655], [-0.820, -5.503, 0.113], [-1.871, -4.981, -2.317], [-0.012, -3.071, -2.751], [2.075, -3.460, 3.791], [2.532, -6.070, 4.456], [1.450, -7.458, 2.352], [-3.462, 2.456, 2.272], [-2.167, 3.651, 1.694], [-2.630, 4.585, 0.157], [-1.629, 4.795, 3.069], [-0.027, 2.635, 1.266], [1.494, 4.084, 0.048], [0.752, 4.173, -1.649], [3.115, 3.183, 0.087], [1.524, 5.698, 0.975], [-4.375, 3.035, 2.432], [-3.189, 2.002, 3.224], [-3.699, 1.674, 1.550], [-3.542, 5.150, 0.367], [-2.837, 3.936, -0.693], [-1.852, 5.295, -0.121], [-2.460, 5.430, 3.378], [-0.814, 5.453, 2.767], [-1.303, 4.228, 3.942], [0.388, 3.191, -1.949], [1.532, 4.455, -2.359], [-0.056, 4.900, -1.719], [3.103, 2.407, -0.679], [3.303, 2.724, 1.058], [3.935, 3.870, -0.127], [0.588, 6.248, 0.882], [2.316, 6.328, 0.569], [1.736, 5.550, 2.035], [-3.996, 1.387, -1.035], [-2.607, 1.006, -1.308], [-1.998, 0.080, -3.287], [-2.211, -0.184, -0.404], [-0.060, 1.348, 0.110], [-1.555, -2.043, -5.283], [-0.586, -1.348, -4.442], [0.423, -0.653, -5.000], [1.211, 0.211, -4.325], [1.066, 0.353, -2.903], [1.798, 1.017, -2.177], [0.027, -0.403, -2.299], [-1.111, -0.851, -3.158], [-1.743, -2.011, -2.513], [-1.273, -1.917, -6.326], [-2.545, -1.617, -5.131], [-1.580, -3.108, -5.054], [0.580, -0.830, -6.057], [2.011, 0.739, -4.816]]
}

=====

Record 2
{
  "formula": "C7H11N3O2",
  "method": "ωB97M-V/def2-TZVPD",
  "charge": 0,
  "relative_energy_ev": 4.780,
  "elements": ["C", "C", "C", "C", "C", "C", "C", "N", "N", "N", "O", "O", "H", "H", "H", "H", "H", "H", "H", "H", "H", "H", "H"],
  "xyz": [[-0.210, -0.530, 0.914], [-0.133, -1.829, 0.660], [0.118, 0.564, -0.069], [2.829, 0.403, 0.155], [-0.830, 1.598, -0.158], [-2.189, 1.844, 0.931], [0.983, -2.318, -1.547], [1.286, 0.669, -0.723], [-2.916, 2.910, 0.851], [0.199, -2.694, -0.299], [3.625, 0.213, -0.677], [2.716, 0.381, 1.325], [-0.517, -0.085, 1.850], [-0.416, -2.373, 1.523], [-0.954, 2.224, -1.028], [-2.183, 1.280, 1.893], [2.012, -2.203, -1.445], [0.910, -3.133, -2.276], [0.538, -1.336, -1.865], [1.445, 1.424, -1.399], [-3.806, 2.964, 1.295], [-2.742, 3.694, 0.092], [0.234, -3.666, -0.003]]
}

=====

Record 3
{
  "formula": "C68H116BaCl10F14N2O40PS4",
  "method": "ωB97M-V/def2-TZVPD",
  "charge": -1,
  "elements": ["Ba", "P", "F", "F", "F", "F", "F", "F", "C", "F", "F", "F", "S", "O", "O", "N", "S", "O", "O", "C", "F", "F", "F", "N", "S", "O", "O", "F", "S", "O", "O", "F", "Cl", "C", "C", "Cl", "H", "H", "H", "H", "Cl", "C", "C", "Cl", "H", "H", "H", "H", "Cl", "C", "C", "Cl", "H", "H", "H", "H", "Cl", "C", "C", "Cl", "H", "H", "H", "H", "Cl", "C", "C", "Cl", "H", "H", "H", "H", "C", "O", "C", "C", "O", "C", "H", "H", "H", "H", "H", "H", "H", "H", "H", "H", "C", "O", "C", "C", "O", "C", "H", "H", "H", "H", "H", "H", "H", "H", "H", "H", "C", "O", "C", "C", "O", "C", "H", "H", "H", "H", "H", "H", "H", "H", "H", "H", "C", "O", "C", "C", "O", "C", "H", "H", "H", "H", "H", "H", "H", "H", "H", "H", "C", "O", "C", "C", "O", "C", "H", "H", "H", "H", "H", "H", "H", "H", "H", "H", "C", "O", "C", "C", "O", "C", "H", "H", "H", "H", "H", "H", "H", "H", "H", "H", "C", "O", "C", "C", "O", "C", "H", "H", "H", "H", "H", "H", "H", "H", "H", "H", "C", "O", "C", "C", "O", "C", "H", "H", "H", "H", "H", "H", "H", "H", "H", "H", "C", "C", "C", "O", "C", "C", "C", "O", "O", "O", "H", "H", "H", "H", "C", "C", "C", "O", "C", "C", "C", "O", "O", "O", "H", "H", "H", "H", "C", "C", "C", "O", "C", "C", "C", "O", "O", "O", "H", "H", "H", "H", "C", "C", "C", "O", "C", "C", "C", "O", "O", "O", "H", "H", "H", "H"],
  "xyz": [[-3.037, -1.647, 1.855], [-4.765, 1.454, 1.696], [-4.821, 2.420, 3.010], [-6.385, 1.746, 1.450], [-4.401, 2.795, 0.871], [-4.751, 0.431, 0.437], [-3.183, 1.184, 1.850], [-5.060, 0.144, 2.565], [1.568, -2.309, 1.704], [1.243, -3.338, 2.462], [2.838, -2.028, 1.902], [1.406, -2.517, 0.370], [0.499, -0.679, 2.194], [-0.184, -0.961, 3.460], [1.348, 0.518, 2.211], [-0.756, -0.688, 0.997], [-0.204, 0.279, -0.085], [-0.554, 1.702, 0.142], [1.134, 0.085, -0.593], [-1.302, -0.203, -1.623], [-1.339, 0.894, -2.337], [-0.763, -1.188, -2.283], [-2.542, -0.475, -1.249], [-3.824, -3.434, 3.406], [-4.905, -3.562, 4.455], [-4.666, -2.782, 5.664], [-5.767, -4.751, 4.494], [-5.874, -2.598, 3.645], [-2.988, -4.844, 4.033], [-3.414, -6.189, 3.579], [-2.544, -4.829, 5.419], [-1.532, -4.670, 3.177], [-0.178, 5.834, 0.816], [-1.419, 4.597, 1.354], [-1.217, 4.059, 2.743], [-1.799, 5.320, 3.870], [-1.663, 3.849, 0.600], [-2.343, 5.141, 1.158], [-0.158, 3.869, 2.920], [-1.706, 3.133, 3.046], [4.272, -7.335, 4.647], [4.208, -6.436, 6.235], [3.002, -5.389, 6.153], [2.779, -4.619, 7.698], [5.210, -6.024, 6.351], [4.116, -7.127, 7.074], [2.010, -5.771, 5.913], [3.260, -4.603, 5.444], [-0.086, -7.058, 4.659], [-0.655, -8.617, 3.881], [-1.889, -9.254, 4.518], [-2.183, -10.703, 3.514], [0.199, -9.294, 3.929], [-0.901, -8.413, 2.839], [-2.796, -8.650, 4.515], [-1.670, -9.492, 5.558], [-1.202, -3.560, -4.569], [-2.329, -2.499, -5.451], [-1.538, -1.712, -6.451], [-2.521, -0.943, -7.685], [-2.807, -1.848, -4.719], [-3.093, -3.094, -5.950], [-0.710, -2.154, -7.004], [-1.102, -0.941, -5.816], [-5.034, -0.338, -4.558], [-6.169, -1.198, -5.511], [-7.300, -0.339, -5.903], [-8.414, -0.026, -4.555], [-6.519, -2.076, -4.968], [-5.678, -1.641, -6.377], [-7.932, -0.989, -6.508], [-7.132, 0.522, -6.550], [-6.487, -2.252, 0.577], [-5.062, -2.360, 0.197], [-4.854, -3.631, -0.459], [-3.442, -3.811, -1.035], [-2.516, -3.452, 0.038], [-1.186, -3.874, -0.307], [-6.724, -3.164, 1.126], [-7.141, -2.095, -0.280], [-6.723, -1.400, 1.215], [-5.487, -3.775, -1.334], [-5.193, -4.463, 0.158], [-3.363, -3.155, -1.902], [-3.408, -4.858, -1.335], [-0.406, -3.471, 0.340], [-0.992, -3.658, -1.358], [-1.203, -4.919, 0.003], [0.324, 8.335, -8.139], [0.948, 7.427, -7.299], [0.843, 6.091, -7.779], [1.696, 5.241, -6.833], [1.867, 3.911, -7.252], [2.532, 3.056, -6.285], [0.752, 9.278, -7.799], [-0.757, 8.201, -8.184], [0.660, 8.229, -9.171], [1.196, 5.939, -8.799], [-0.178, 5.740, -7.927], [1.150, 5.243, -5.890], [2.682, 5.641, -6.596], [1.938, 2.656, -5.463], [3.426, 3.502, -5.849], [2.892, 2.147, -6.767], [-7.508, 1.480, -1.382], [-8.965, 1.615, -1.396], [-9.441, 2.248, -0.216], [-10.938, 2.550, -0.310], [-11.634, 1.280, -0.431], [-13.012, 1.518, -0.457], [-7.215, 0.620, -0.780], [-6.961, 2.389, -1.131], [-7.195, 1.235, -2.397], [-8.898, 3.162, 0.025], [-9.346, 1.564, 0.628], [-11.211, 3.254, -1.096], [-11.286, 2.999, 0.620], [-13.511, 1.604, 0.508], [-13.437, 0.568, -0.782], [-13.275, 2.275, -1.196], [4.138, 5.448, -3.442], [3.388, 6.175, -2.440], [2.949, 5.435, -1.382], [1.981, 4.296, -1.759], [0.871, 4.678, -2.576], [-0.087, 3.681, -2.831], [4.679, 4.587, -3.051], [4.790, 6.150, -3.962], [3.508, 5.036, -4.231], [2.564, 6.106, -0.615], [3.779, 4.945, -0.873], [1.642, 3.848, -0.825], [2.461, 3.490, -2.313], [0.487, 2.974, -3.430], [-0.899, 3.934, -3.513], [-0.438, 3.287, -1.877], [1.990, -5.669, -1.141], [3.130, -6.463, -1.145], [3.974, -6.369, -0.052], [4.430, -4.905, 0.156], [5.163, -4.245, -0.851], [6.346, -4.729, -1.276], [1.444, -5.820, -0.210], [1.414, -5.867, -2.045], [2.151, -4.594, -1.227], [4.763, -7.119, -0.098], [3.474, -6.824, 0.804], [4.967, -4.925, 1.105], [3.596, -4.257, 0.425], [6.083, -5.509, -1.991], [7.097, -5.201, -0.642], [6.868, -3.985, -1.878], [7.966, 5.939, 0.020], [7.026, 5.127, 0.575], [5.939, 5.852, 1.212], [5.093, 4.887, 2.062], [4.709, 3.747, 1.203], [3.522, 3.078, 1.543], [8.443, 6.444, 0.860], [7.595, 6.617, -0.749], [8.822, 5.338, -0.289], [5.250, 6.253, 0.469], [6.099, 6.732, 1.834], [4.216, 5.469, 2.345], [5.607, 4.497, 2.941], [3.576, 2.084, 1.100], [2.650, 3.643, 1.213], [3.582, 2.840, 2.605], [-1.313, 2.568, -6.897], [-2.452, 3.431, -6.531], [-3.536, 2.546, -6.151], [-4.603, 3.455, -5.350], [-4.026, 4.026, -4.161], [-3.761, 2.999, -3.161], [-0.867, 2.063, -6.041], [-0.606, 3.186, -7.450], [-1.628, 1.876, -7.678], [-3.280, 1.617, -5.643], [-4.036, 2.355, -7.100], [-5.478, 2.884, -5.040], [-5.008, 4.322, -5.872], [-3.372, 3.594, -2.336], [-3.042, 2.241, -3.474], [-4.647, 2.471, -2.807], [4.418, 1.876, 5.385], [4.590, 0.455, 5.090], [5.008, 0.231, 3.744], [5.470, -1.215, 3.521], [6.757, -1.593, 4.165], [7.331, -2.856, 3.794], [5.384, 2.381, 5.346], [4.083, 1.995, 6.415], [3.680, 2.369, 4.752], [5.885, 0.862, 3.601], [4.253, 0.609, 3.054], [5.564, -1.509, 2.475], [4.719, -1.887, 3.935], [6.597, -3.643, 3.968], [8.052, -2.960, 4.604], [7.768, -2.865, 2.795], [-0.032, 0.126, 7.659], [-0.775, -1.045, 7.784], [-0.398, -2.347, 7.198], [-0.879, -3.501, 7.484], [0.727, -2.150, 6.335], [1.437, -1.030, 6.169], [1.172, 0.218, 6.871], [1.796, 1.284, 6.762], [2.459, -1.029, 5.308], [-1.894, -1.050, 8.530], [-0.439, 0.995, 8.154], [0.998, -2.976, 5.693], [3.125, -0.370, 5.518], [-2.214, -1.953, 8.475], [-1.767, 1.233, 5.239], [-1.703, 2.344, 6.054], [-2.667, 2.677, 7.143], [-2.719, 3.718, 7.812], [-3.627, 1.619, 7.346], [-3.724, 0.528, 6.582], [-2.861, 0.271, 5.381], [-3.043, -0.611, 4.537], [-4.755, -0.328, 6.884], [-0.676, 3.225, 5.924], [-1.051, 1.033, 4.455], [-4.370, 1.800, 8.108], [-4.672, -1.049, 6.256], [-0.645, 3.784, 6.704], [7.301, 0.306, 0.519], [6.977, 1.541, 0.061], [6.059, 1.820, -1.043], [5.718, 2.922, -1.463], [5.553, 0.607, -1.626], [5.767, -0.646, -1.151], [6.681, -0.889, -0.059], [6.798, -2.032, 0.427], [5.243, -1.734, -1.821], [7.599, 2.618, 0.685], [7.978, 0.322, 1.360], [4.838, 0.670, -2.433], [5.526, -2.545, -1.390], [7.163, 3.430, 0.418], [3.448, -3.750, -3.789], [2.565, -2.782, -3.711], [2.609, -1.496, -4.522], [1.757, -0.576, -4.407], [3.704, -1.441, -5.470], [4.625, -2.453, -5.568], [4.632, -3.649, -4.676], [5.524, -4.497, -4.748], [5.502, -2.413, -6.512], [1.565, -2.822, -2.801], [3.431, -4.691, -3.260], [3.828, -0.577, -6.106], [5.877, -3.296, -6.527], [0.885, -2.179, -3.017]]
}

=====

Electronic energy (a.u.)
-5286.57190; -587.91855; -13739.23545